{"formula": "C4H6O2", "method": "ωB97M-V/def2-TZVPD", "symbols": ["O", "C", "C", "C", "O", "C", "H", "H", "H", "H", "H", "H"], "coordinates": [[1.660826, -0.437296, -0.522735], [1.040370, -0.162837, 0.717215], [-0.455174, 0.149843, 0.574004], [-0.908987, 0.709418, -0.777245], [-1.499406, -0.598207, -1.036800], [-1.215381, -1.118463, 0.152067], [1.320031, -1.278495, -0.852425], [1.577609, 0.687187, 1.140174], [-0.836737, 0.645800, 1.473004], [-1.696252, 1.465186, -0.769358], [-0.133562, 0.945100, -1.508609], [1.146662, -1.007235, 1.410709]], "forces_ev_per_angstrom": [[-0.1, -0.2, -0.1], [-0.1, 0.1, 0.2], [0.0, -0.1, 0.1], [0.0, 0.2, -0.1], [-0.1, -0.2, 0.1], [0.0, 0.3, -0.2], [0.1, 0.0, 0.0], [-0.1, 0.0, -0.1], [0.1, -0.2, -0.1], [0.1, 0.0, 0.0], [-0.1, 0.0, 0.1], [0.0, 0.1, 0.0]], "nbo_charge": [-0.716, -0.057, -0.440, -0.079, -0.460, 0.272, 0.471, 0.188, 0.238, 0.194, 0.210, 0.180], "lumo_ev": 0.63, "spin_multiplicity": 1, "gap_ha": 0.346}

=====

{"formula": "C4H6O2", "method": "ωB97M-V/def2-TZVPD", "symbols": ["C", "C", "C", "O", "C", "O", "H", "H", "H", "H", "H", "H"], "coordinates": [[-0.834458, -1.218368, -0.374249], [0.001923, 0.008931, -0.136437], [1.406965, 0.249187, 0.098838], [1.678070, 1.475601, 0.253979], [-0.605565, 1.245200, 0.469612], [-1.640983, 1.823177, 0.289179], [-0.307954, -2.145973, -0.154919], [-1.754785, -1.226879, 0.226184], [-1.174067, -1.238874, -1.408416], [0.024337, 1.415456, 1.361155], [1.185556, 0.167676, -1.163419], [2.020961, -0.555133, 0.538493]], "forces_ev_per_angstrom": [[0.2, -0.1, -0.2], [0.3, 0.1, -0.4], [0.0, 0.0, 0.9], [0.9, -0.2, 0.1], [-0.9, 0.2, 0.3], [0.3, -0.3, -0.5], [0.2, 0.0, -0.1], [0.4, 0.4, 0.0], [0.0, -0.1, -0.1], [-0.1, 0.4, 0.3], [-1.4, -0.5, 0.3], [0.2, 0.0, -0.7]], "nbo_charge": [-0.663, -0.055, 0.059, -0.629, 0.402, -0.496, 0.228, 0.257, 0.244, 0.156, 0.314, 0.183], "lumo_ev": -0.69, "spin_multiplicity": 1, "gap_ha": 0.325}